[1]
Formula: C28H43F9N4O2
Source: OMol25
Level of theory: ωB97M-V with the def2-TZVPD basis set

The geometry in ORCA input format:
```
! RIJCOSX wB97M-V def2-TZVPD def2/J DEFGRID3
* xyz 0 3
H 2.36821 -5.43510 0.62472
H 2.96021 -6.91486 -0.09228
C 4.47375 -5.37832 0.11788
O 5.73678 -7.09118 -0.67018
H -4.92114 9.68352 -1.49571
O -3.81004 7.02639 -1.98643
H -3.93936 3.78359 -0.14200
C 3.22093 -6.11919 0.61442
H -5.20868 4.91551 1.35375
H -4.32147 -0.98166 -2.57717
H -3.29554 9.48911 -2.16442
H -5.18626 4.63652 -1.05150
H 5.50002 -5.24255 2.99994
C -1.75227 7.18848 0.93159
H -1.77018 9.30410 0.52798
C -1.57612 -3.12963 1.33715
F -0.55495 -4.36403 -0.35456
C -4.62779 5.83839 1.31536
H -5.37096 6.62942 1.40276
H 4.75241 -8.02811 3.04814
H -4.05954 9.94606 1.29157
H -5.42383 8.91379 0.89551
C -3.61336 8.46724 -0.24636
C -4.13261 4.65721 -0.76497
C -1.48339 -0.47606 -2.85159
H -0.13490 0.30529 -1.25572
H -1.72612 5.68864 -0.58892
N -4.17662 7.17524 -0.74093
C -0.96957 -3.11247 -0.10677
C 7.04943 -7.90579 1.53108
C 3.38091 -6.74461 1.99466
F 1.35201 -2.96740 0.05069
C -4.97862 0.86273 -1.76161
C 0.53222 -1.72204 -1.74723
C 5.88961 -6.90412 1.58527
H -4.03570 0.44618 -3.66528
F -2.27452 -4.26566 1.45296
N 5.71309 -6.19611 0.28163
H -1.45086 0.04262 -3.82885
C -2.29008 5.89739 0.32623
C -4.34090 8.92202 1.03786
C -2.11072 8.38263 0.05193
H 4.44429 -8.50494 1.39347
H 3.97618 -5.83691 -1.97486
C 0.29137 -2.18600 -0.26829
H 7.24356 -8.31864 2.52246
H -1.55224 8.30105 -0.88883
N -5.54949 1.59922 -1.14350
C 4.22034 -4.98212 -1.34375
C 6.30258 -5.91002 2.69282
H -1.78172 -1.51558 -3.06597
H -2.60786 -0.34403 -1.02042
C -3.86164 9.60842 -1.24020
C 4.63435 -4.02545 0.86642
H -2.14289 7.32833 1.94485
F -0.68354 -3.11791 2.29366
C -4.02173 0.08034 -2.62747
H -4.10151 8.31803 1.91061
F 0.24818 -2.71408 -2.61875
F 1.88536 -1.54513 -1.84866
H 5.62566 -3.89618 1.29772
H 7.96822 -7.42501 1.18761
F 0.31372 -1.17661 0.60940
H 6.84161 -8.75185 0.87547
C -2.32267 1.66144 -1.74684
H -0.66546 7.12229 1.03011
H 3.89968 -3.90074 1.66519
H 5.08864 -4.47582 -1.77061
H -3.55767 10.56355 -0.80825
H -4.00347 5.86101 2.21166
H -3.53033 4.53608 -1.66306
H 6.60928 -6.44857 3.59156
C -2.59264 0.18626 -1.99226
C -3.79357 5.93906 0.00702
H 3.44070 -5.96682 2.76275
H 3.37085 -4.29824 -1.39989
H 0.59363 0.10307 -2.83717
C -0.10606 -0.37416 -2.12562
C 4.61913 -7.63508 2.03868
F -2.46322 -2.14743 1.45501
H 4.52076 -3.17358 0.19385
H 2.49559 -7.34026 2.23211
N -1.80935 2.62462 -1.49174
H 7.15531 -5.30576 2.37546
F -1.95506 -2.80497 -0.96623
H -2.08035 5.06594 1.00391
*
```

Results
- Highest occupied orbital energy (alpha / beta): -8.3496 / -9.1084 eV
- Electronic energy: -64241.905 eV
- Expectation value of S²: 2.01



[2]
Formula: C8H7F2O2Si
Source: OMol25
Level of theory: ωB97M-V with the def2-TZVPD basis set

The geometry in ORCA input format:
```
! RIJCOSX wB97M-V def2-TZVPD def2/J DEFGRID3
* xyz 1 1
C 0.16021 -2.67361 0.66061
H 0.03440 -3.78576 0.50941
F -4.86895 4.01061 -1.54009
H 0.76969 -2.36266 -1.37300
H 0.82225 3.29736 -2.34261
H -0.31821 -2.48372 2.96418
H -0.13387 -0.20491 3.14345
Si -4.27102 2.56183 -1.28178
C 0.39011 -0.43545 -0.27121
O -2.82971 2.09517 -1.48781
H -1.13237 2.86179 -2.16083
F -5.53057 1.83097 -0.64494
H 0.49647 1.10819 1.22544
C -0.00650 -0.72252 2.13912
C 0.25991 0.10241 1.05439
O 0.24590 1.51533 -1.76806
C 0.36349 0.36270 -1.45713
C 0.02172 -2.08933 1.98464
C -0.03050 2.65067 -2.26499
C 0.41839 -1.86894 -0.41708
*
```

Results
- ΔE to the lowest compared entry with this formula, charge and spin: 0.000 eV
- Highest occupied orbital energy: -12.9138 eV
- Electronic energy: -25807.677 eV



[3]
Formula: C3H10NS
Source: OMol25
Level of theory: ωB97M-V with the def2-TZVPD basis set

The geometry in ORCA input format:
```
! RIJCOSX wB97M-V def2-TZVPD def2/J DEFGRID3
* xyz 1 1
H 0.05764 -1.85772 -1.12440
H -1.02247 2.25197 0.19090
H 5.67891 2.14881 -0.73195
H -1.49981 -0.85166 1.39229
H -2.68498 0.63491 -0.36377
H -2.17788 -1.71775 -0.08457
H -1.17741 0.26768 -1.28273
N -0.94361 1.29253 0.52710
C -1.63648 0.35011 -0.31700
H 0.02803 1.04174 0.82339
S 1.18215 -0.33896 0.27590
H 5.57564 1.79275 -0.10266
C -1.44270 -1.00836 0.31726
C -0.02940 -1.56167 -0.08185
H 0.09238 -2.44438 0.56209
*
```

Results
- ΔE to the lowest compared entry with this formula, charge and spin: 5.181 eV
- Highest occupied orbital energy: -15.2431 eV
- Electronic energy: -15586.921 eV



[4]
Formula: C7H15NS
Source: OMol25
Level of theory: ωB97M-V with the def2-TZVPD basis set

The geometry in ORCA input format:
```
! RIJCOSX wB97M-V def2-TZVPD def2/J DEFGRID3
* xyz 0 1
C 1.03871 -0.15537 1.77093
C -1.74576 -1.11257 0.49441
H 2.26683 -2.08501 -1.06037
C -1.32099 0.12543 -1.84107
H -2.58911 -1.74286 0.02221
H -0.40076 -0.24551 -2.27932
H 0.63884 0.64030 2.45356
H -1.47487 1.19951 -2.10289
H 1.51996 2.69355 -0.40943
S 0.73173 0.44904 -0.01246
C 2.42209 -0.10547 -0.60987
H -1.13530 -1.58164 1.23070
H -2.12728 0.88471 1.50149
N 2.57680 -1.39231 -0.37640
H 2.57907 0.13397 -1.78922
C 0.71213 2.15197 0.06290
H 2.06836 -0.29600 1.79369
C -2.24815 0.25654 0.52922
H -0.24026 2.59521 0.22264
H 2.61709 -1.64425 0.62746
C -1.12404 -0.04310 -0.35651
H 0.51330 -0.87511 2.27342
H -2.12663 -0.42453 -2.25552
H -3.15180 0.57350 0.11044
*
```

Results
- ΔE to the lowest compared entry with this formula, charge and spin: 6.210 eV
- Highest occupied orbital energy: -6.6441 eV
- Electronic energy: -19819.666 eV
- SMILES string: C=[S@](C)(=CN)C1(C)CC1



[5]
Formula: C3H4IN2OP
Source: OMol25
Level of theory: ωB97M-V with the def2-TZVPD basis set

The geometry in ORCA input format:
```
! RIJCOSX wB97M-V def2-TZVPD def2/J DEFGRID3
* xyz 0 1
H -1.05447 -1.49928 1.79094
C -1.49379 0.28683 0.67601
N 1.32113 -0.02813 -1.49050
H 1.69273 0.45326 -2.30104
H -2.60332 0.18750 0.81183
I -1.52088 2.72098 -1.22701
C -0.80050 1.07658 -0.18588
P 1.05599 0.70379 0.01316
H 1.77608 -0.87354 -1.30030
O 1.68154 -1.65512 1.04979
C -0.65375 -0.70816 1.27631
N 0.59923 -0.66469 0.88669
*
```

Results
- ΔE to the lowest compared entry with this formula, charge and spin: 0.681 eV
- Highest occupied orbital energy (alpha / beta): -8.5840 / -8.5862 eV
- Electronic energy: -25589.414 eV



[6]
Formula: C36H36GeIN2O2PS2V
Source: OMol25
Level of theory: ωB97M-V with the def2-TZVPD basis set

The geometry in ORCA input format:
```
! RIJCOSX wB97M-V def2-TZVPD def2/J DEFGRID3
* xyz 3 1
C 2.98106 0.01571 -4.54173
C 1.50871 -0.45698 1.03076
C -0.12915 1.53895 2.55221
N 0.21410 -0.92662 -1.92922
H -2.69052 -0.44471 -2.50800
H -3.54942 1.11054 -2.74468
C 2.84528 4.12677 -0.74278
H -2.57812 2.03935 0.69330
H -0.19156 -7.01050 -0.13919
H 0.12640 -1.53988 2.29238
H 2.41104 5.69280 -3.74365
H 1.98170 -1.48183 -5.75695
C 3.60225 3.39629 1.43295
H 3.94997 5.62957 -1.80129
H -2.62605 -4.99914 2.77080
C -4.56226 -1.61973 0.33867
H -5.18261 2.51486 -0.44867
H 3.05058 0.30754 -0.27628
C 2.23669 5.03039 -2.90785
H 2.42645 1.88665 2.34984
V -1.31394 0.27758 -0.56122
C 0.13578 0.83423 3.72344
H -1.36407 2.90980 5.93825
C 3.07872 4.98929 -1.83834
C 3.02493 -2.78627 1.09074
C -0.96356 -3.70764 0.10590
C 1.83464 -2.71593 1.80218
O -1.31556 -1.33210 -0.06474
H -4.43255 -1.60624 1.42021
H -0.97319 3.34533 1.70781
H 3.58701 -1.96218 -5.17348
C -5.42347 1.58460 0.06218
H 4.37818 -1.75775 -0.21523
C 3.45009 -1.70145 0.33711
H 3.11718 0.64483 -5.42006
C -0.37817 -4.89853 -0.39295
C -1.76820 -3.76321 1.25876
O 0.42110 -4.93705 -1.45542
C 1.11417 -0.83472 -2.89362
H -0.10649 0.78735 5.84813
C -0.63768 -6.10980 0.25836
C -0.68249 -2.45758 -0.54421
H -5.60460 -1.87793 0.13851
H 1.49374 -3.56257 2.38317
H 0.54718 -4.05735 -1.84448
C -0.81691 2.75720 2.60686
S 1.94363 -2.23333 -3.48060
C -1.02010 2.52529 4.98783
C 0.87249 3.36807 -1.83850
H -2.19314 -2.84920 1.65215
N 0.11064 -2.23254 -1.52688
C 1.59855 2.39300 0.44030
I -1.00628 2.40671 -2.09952
H 3.85604 0.09414 -3.89794
H 4.59414 4.86961 0.25932
C -2.48161 0.95199 0.70901
H -6.42772 1.27779 -0.23923
C -1.26217 3.24483 3.82200
H -2.66410 0.55267 1.70720
H 3.62021 -3.68866 1.12176
C 1.10336 4.20824 -2.89629
H -1.77888 4.19374 3.86718
H 0.41527 4.26027 -3.73032
H 0.71660 -0.07553 3.71129
C 3.76377 4.17936 0.33061
Ge -4.23284 0.12858 -0.44021
P 0.48903 1.02740 0.93970
H -3.93345 -2.39416 -0.09557
H -5.42961 1.74351 1.13859
C 2.70018 -0.53629 0.30342
C -1.43926 -6.13456 1.37396
C 1.06997 -1.56290 1.76104
C 2.67864 -1.41617 -4.92203
H 4.28900 3.44139 2.26578
C -0.31918 1.33110 4.93797
C -2.00634 -4.95879 1.88657
S 1.53902 0.66598 -3.64190
C 1.71387 3.23985 -0.70614
H -1.63133 -7.07813 1.86595
C -3.62804 0.10878 -2.32089
H -4.36901 -0.43497 -2.91267
C 2.52227 2.51100 1.46856
*
```

Results
- ΔE to the lowest compared entry with this formula, charge and spin: 0.338 eV
- Highest occupied orbital energy: -15.4036 eV
- Electronic energy: -166227.823 eV



> The highest electronic energy belongs to which entry?

C3H10NS



> Among the records above, which one has the lowest electronic energy?

C36H36GeIN2O2PS2V



> Which value of electronic energy does entry 6 give?

-166227.823 eV



> Look up the electronic energy of the sixth one.

-166227.823 eV